{"formula": "C22H44CoN3O3Si2Te", "method": "wB97M-V/def2-TZVPD", "spin_multiplicity": 2, "charge": 1, "molar_mass_g_mol": 641.317, "e_tot_ev": -94813.0459, "de_lowest_kcal_mol": 0.0, "homo_ev": [-9.94, -10.46], "lumo_ha": [-0.078, -0.078], "elements": ["H", "H", "C", "H", "C", "C", "C", "H", "H", "C", "H", "H", "H", "C", "H", "H", "H", "H", "H", "H", "C", "H", "Te", "H", "H", "C", "H", "C", "H", "N", "H", "C", "H", "C", "H", "H", "H", "H", "H", "C", "C", "N", "C", "C", "C", "H", "H", "H", "C", "H", "C", "Si", "H", "H", "H", "N", "C", "H", "H", "H", "C", "O", "O", "H", "H", "H", "H", "H", "H", "Co", "H", "C", "C", "Si", "H", "O"], "positions_angstrom": [[1.51518, 5.31258, -0.68651], [-2.36069, 2.99513, 3.30523], [-4.03411, -1.01698, -2.70312], [0.20841, 1.75508, -3.00307], [-1.93774, -1.66671, -0.90402], [-1.99208, -0.30042, -1.57712], [0.33658, 3.30792, 2.46741], [3.82290, -3.10368, -0.54873], [-3.97199, 1.76108, -2.72164], [3.39886, 1.41472, 1.58706], [1.05681, 5.78361, 0.93854], [0.79063, -4.86307, 0.89590], [4.13440, 3.26233, -2.60847], [2.11602, 1.20131, 1.07544], [-1.67292, -1.04159, 3.50776], [2.53217, -5.05899, 0.79841], [-4.54155, -0.70567, -3.61252], [4.31748, 3.20173, -0.86666], [-3.63350, -2.01405, -2.87668], [3.24191, -4.28918, -1.73682], [-3.05887, 2.68804, 2.53382], [-1.67051, 4.49125, 0.20907], [-2.43489, 0.82197, 1.76863], [-1.46715, -2.35160, -1.61852], [3.28440, -0.91423, 4.04882], [3.58683, 3.32859, -1.66648], [2.85541, -2.55916, -1.93224], [2.99861, -3.36561, -1.21432], [-1.72317, 2.80787, -0.34916], [1.33275, 0.24188, 1.60541], [-4.76045, -1.04422, -1.88983], [1.50726, 4.98212, 0.35007], [-3.04369, 3.40535, 1.71968], [2.98065, -0.32034, 3.20023], [1.04280, -1.23918, 3.01904], [2.54078, 4.87459, 0.67939], [4.08198, 0.65862, -2.68826], [-0.90632, 4.03193, -1.30072], [-2.94928, -0.05852, 4.24469], [3.82210, 0.65056, 2.65306], [1.09636, 2.37607, -3.05292], [-2.97143, -0.05517, -2.43519], [3.21294, 0.41544, -2.07538], [-2.03573, -0.02868, 3.66051], [1.73829, -0.50140, 2.63620], [4.80545, 0.80862, 3.07465], [1.58031, 2.20590, -4.01541], [-0.90612, -3.64397, 0.26142], [0.92894, -2.55752, -0.30344], [-3.13841, 1.12176, -4.15503], [-3.07423, 1.25340, -3.07585], [2.27890, 1.98676, -1.66043], [2.57510, -0.26656, -2.63471], [4.03103, 2.17495, 1.15421], [-2.19920, 1.84708, -2.82984], [1.77321, -3.57386, -0.45754], [-1.10242, 3.69990, -0.28127], [-1.27380, 0.56445, 4.15801], [1.50452, -5.65885, -0.51572], [-2.93241, -2.04783, -0.65878], [-0.35941, -2.73242, 0.51348], [-1.16024, -1.58750, 0.28856], [1.11207, -1.44932, -0.80147], [3.18638, 4.33375, -1.59192], [-0.36883, 4.06207, 2.81630], [3.56355, -0.11272, -1.18913], [-0.13551, -2.76084, 1.58177], [-4.06339, 2.59002, 2.93170], [1.29940, 3.54036, 2.92684], [0.04296, 0.32541, 0.20361], [0.01887, 2.33181, 2.83496], [1.35857, 1.84254, -0.01518], [1.63309, -4.85749, 0.21351], [0.52578, 3.40774, 0.60347], [0.78548, 3.42121, -3.03109], [-1.08418, 0.51782, -1.35402]], "forces_ev_per_a": [[0.01, 0.02, -0.09], [0.00, 0.05, 0.05], [-0.02, 0.02, -0.07], [-0.15, -0.12, -0.01], [-0.14, -0.06, -0.03], [0.26, -0.19, 0.05], [0.00, -0.06, 0.08], [0.02, 0.00, 0.00], [-0.01, 0.02, -0.01], [-0.08, -0.03, -0.06], [-0.05, 0.03, 0.06], [-0.07, 0.01, 0.02], [0.04, -0.01, -0.06], [0.05, 0.13, -0.02], [0.01, -0.06, 0.00], [-0.01, -0.02, -0.02], [-0.02, -0.03, 0.02], [0.06, 0.00, 0.04], [-0.01, -0.01, 0.01], [0.03, 0.01, -0.02], [-0.07, 0.03, 0.10], [-0.02, 0.07, 0.03], [-0.15, -0.07, -0.29], [-0.02, 0.02, -0.01], [0.02, -0.02, 0.02], [0.11, 0.00, 0.02], [0.02, -0.10, 0.10], [0.05, 0.04, -0.15], [-0.05, -0.03, 0.01], [0.23, -0.09, 0.26], [-0.03, -0.01, 0.00], [0.04, 0.05, -0.01], [-0.02, 0.03, -0.01], [0.06, 0.04, 0.02], [-0.01, -0.01, 0.01], [0.07, 0.02, 0.02], [0.01, 0.01, -0.05], [0.03, 0.03, -0.11], [0.00, 0.00, 0.07], [-0.02, -0.08, 0.09], [-0.02, 0.12, -0.02], [0.02, -0.04, 0.03], [-0.06, -0.10, 0.00], [0.02, -0.04, 0.06], [0.01, 0.07, -0.03], [0.03, 0.00, 0.02], [0.06, -0.01, -0.04], [0.01, 0.04, -0.04], [-0.19, 0.19, 0.02], [0.01, 0.02, 0.00], [0.02, 0.01, 0.00], [0.02, 0.03, 0.20], [-0.03, -0.10, -0.03], [0.03, 0.05, -0.03], [-0.05, -0.01, -0.01], [-0.06, -0.19, 0.17], [-0.05, -0.05, -0.05], [0.02, 0.00, 0.07], [0.01, 0.01, 0.01], [0.08, 0.08, 0.03], [0.14, -0.08, 0.02], [-0.20, 0.14, 0.00], [0.18, 0.06, -0.19], [-0.03, 0.09, 0.00], [-0.04, 0.06, 0.03], [0.03, -0.02, 0.08], [0.02, 0.02, -0.05], [-0.02, 0.06, 0.04], [0.06, -0.02, 0.04], [-0.09, -0.44, -0.08], [-0.02, 0.00, 0.01], [0.16, 0.15, -0.19], [0.12, 0.03, -0.03], [0.00, -0.02, -0.03], [-0.05, 0.07, 0.02], [-0.32, 0.23, -0.10]], "mulliken_spin": [0.000, 0.000, 0.000, 0.001, 0.001, -0.003, 0.007, 0.000, 0.000, 0.008, -0.001, 0.000, 0.000, -0.003, -0.001, 0.000, 0.000, 0.000, 0.000, 0.000, 0.000, 0.000, 0.026, 0.000, 0.000, -0.004, 0.000, 0.001, -0.002, -0.015, 0.000, -0.003, 0.000, -0.002, 0.000, 0.000, 0.000, 0.000, 0.002, -0.002, -0.001, 0.000, -0.002, 0.001, -0.002, 0.000, 0.000, 0.000, 0.003, 0.000, 0.000, 0.000, 0.000, -0.001, 0.000, 0.001, 0.006, 0.000, 0.000, 0.000, -0.001, 0.009, 0.009, 0.001, 0.000, 0.001, 0.002, 0.003, 0.000, 0.990, -0.004, -0.043, 0.000, 0.001, 0.000, 0.018]}